[1]
Formula: C7H18NOSi2
Source: OMol25
Level of theory: ωB97M-V/def2-TZVPD

Geometry (Å):
1 C 0.125 2.082 -0.347
2 C -2.204 -1.528 -0.680
3 C -2.081 0.180 1.863
4 C -2.689 1.601 -1.117
5 C 2.555 1.255 1.434
6 C 1.777 -1.749 0.734
7 C 2.507 0.395 -1.653
8 N 0.327 3.209 -0.330
9 O -0.162 0.824 -0.255
10 Si -1.913 0.276 -0.022
11 Si 2.146 0.031 0.137
12 H -2.688 -1.979 0.124
13 H -2.819 -1.791 -1.527
14 H -1.245 -1.940 -0.769
15 H -1.061 0.014 2.225
16 H -2.683 0.951 2.342
17 H -2.661 -0.744 2.009
18 H -3.777 1.261 -0.925
19 H -2.411 2.634 -0.938
20 H -2.445 1.482 -2.140
21 H 3.479 1.934 1.069
22 H 1.657 1.983 1.618
23 H 2.596 0.836 2.545
24 H 0.777 -2.105 0.466
25 H 2.691 -2.431 0.399
26 H 1.965 -1.924 1.819
27 H 3.532 0.253 -1.793
28 H 2.031 -0.346 -2.342
29 H 2.368 1.453 -1.931

As for the calculated total energy: -986.23950 hartree. The HOMO-LUMO gap is 10.334 eV. The calculation puts the energy relative to the best compared isomer or geometry (same formula, charge and spin) at 163.7 kJ/mol. The total charge is +1. The calculation puts the HOMO energy at -14.344 eV.

---

[2]
Formula: C7H18O2Si2
Source: OMol25
Level of theory: ωB97M-V/def2-TZVPD

Geometry (Å):
1 C 1.754 1.269 0.654
2 C 0.815 2.175 -0.044
3 C 2.236 0.086 -0.148
4 C -0.701 1.791 0.092
5 C -3.605 -0.310 0.584
6 C 1.266 -2.078 1.995
7 C -1.209 0.026 -2.675
8 O 2.112 -2.648 -0.724
9 O -2.834 -0.229 -0.553
10 Si 1.400 -1.518 0.092
11 Si -1.306 0.208 -0.802
12 H 2.718 1.762 1.028
13 H 1.341 0.712 1.598
14 H 0.913 3.121 0.520
15 H 1.168 2.281 -1.120
16 H 2.070 0.365 -1.174
17 H 3.285 0.029 0.009
18 H -1.037 1.832 1.156
19 H -1.320 2.623 -0.370
20 H -3.243 -1.044 1.388
21 H -4.596 -0.688 0.338
22 H -3.703 0.631 1.036
23 H 1.168 -3.133 1.936
24 H 2.172 -1.740 2.595
25 H 0.239 -1.741 2.431
26 H -1.924 -0.685 -3.052
27 H -1.270 1.015 -3.312
28 H -0.179 -0.515 -2.885
29 H 2.272 -3.596 -0.594

As for the calculated total energy: -1006.94938 hartree. The HOMO-LUMO gap is 6.981 eV. The calculation puts the energy relative to the best compared isomer or geometry (same formula, charge and spin) at 128.1 kJ/mol. The total charge is 0. The calculation puts the HOMO energy at -6.352 eV.

---

[3]
Formula: C7H19AgClNO9P
Source: OMol25
Level of theory: ωB97M-V/def2-TZVPD

Geometry (Å):
1 Ag 3.203 -0.410 0.482
2 Cl 6.382 -0.961 2.672
3 N 3.260 -5.244 -0.960
4 O 2.651 -4.291 -0.562
5 O 4.035 -5.780 -0.185
6 O 3.156 -5.660 -2.023
7 C -5.147 -1.217 -0.256
8 O -3.798 -0.758 -0.416
9 P -2.772 -1.261 0.756
10 O -1.387 -0.783 0.555
11 O -3.526 -0.759 2.122
12 C -3.386 0.635 2.413
13 O -2.930 -2.883 0.721
14 C -2.715 -3.610 -0.549
15 H -5.610 -1.609 -1.161
16 H -5.648 -0.262 -0.092
17 H -5.290 -1.602 0.754
18 H -4.127 0.880 3.175
19 H -3.580 1.245 1.531
20 H -2.406 0.854 2.836
21 H -3.526 -4.057 -1.124
22 H -2.082 -4.474 -0.342
23 H -2.231 -3.010 -1.319
24 C 3.218 1.593 -2.956
25 O 3.124 2.266 -1.729
26 C 1.917 2.960 -1.506
27 C 1.722 3.590 -0.126
28 O 2.294 2.792 0.863
29 C 2.341 3.184 2.252
30 H 3.181 2.382 -3.708
31 H 2.444 0.828 -3.010
32 H 4.232 1.239 -3.142
33 H 1.076 2.291 -1.688
34 H 1.869 3.752 -2.254
35 H 0.675 3.740 0.137
36 H 2.199 4.570 -0.095
37 H 2.929 4.073 2.476
38 H 2.896 2.408 2.779
39 H 1.354 3.349 2.684

As for the calculated total energy: -1958.37856 hartree. The HOMO-LUMO gap is 4.198 eV. The calculation puts the energy relative to the best compared isomer or geometry (same formula, charge and spin) at 540.9 kJ/mol. The total charge is -1. The calculation puts the HOMO energy at -3.826 eV.

---

[4]
Formula: C7H19AlNO3S
Source: OMol25
Level of theory: ωB97M-V/def2-TZVPD

Geometry (Å):
1 C 0.123 -2.492 -2.454
2 C 0.301 -1.191 -2.992
3 Al -0.763 0.310 -2.037
4 N -2.459 0.337 -2.956
5 C -3.381 -0.565 -2.242
6 C -3.975 -1.716 -3.121
7 H -0.644 -3.161 -2.893
8 H 0.721 -2.754 -1.565
9 H 0.915 -0.964 -3.892
10 H -0.009 1.726 -2.130
11 H -0.974 -0.109 -0.496
12 H -2.351 0.070 -3.930
13 H -2.890 -1.014 -1.351
14 H -4.249 0.056 -1.901
15 H -4.317 -1.348 -4.104
16 H -4.807 -2.183 -2.543
17 H -3.203 -2.511 -3.200
18 O 0.356 0.421 2.109
19 S 1.615 1.071 1.887
20 O 2.749 0.363 1.361
21 O 2.056 1.805 3.261
22 C 2.133 1.012 4.447
23 C 3.361 0.119 4.458
24 C 1.356 2.520 0.913
25 H 1.218 0.429 4.573
26 H 2.188 1.712 5.283
27 H 3.304 -0.638 3.676
28 H 3.453 -0.395 5.418
29 H 4.264 0.704 4.279
30 H 0.522 3.081 1.329
31 H 1.124 2.193 -0.103
32 H 2.269 3.113 0.917

As for the calculated total energy: -1199.09069 hartree. The HOMO-LUMO gap is 5.284 eV. The total charge is -1. The calculation puts the HOMO energy at -2.538 eV.